1.
Molecular formula: C9H14
Method: DFT, ωB97M-V with the def2-TZVPD basis set

Summary:
Orbital gap ... 10.19 eV
LUMO ... 0.0386 Ha
Relative energy (zero: lowest compared OMol25 entry of this formula, charge and spin) ... 1.616 eV
Largest force on an atom ... 4.74 eV Å⁻¹
Highest occupied orbital energy ... -9.145 eV
SMILES ... Cc1ccccc1.CC
M ... 122.21 g mol⁻¹

The geometry in ORCA input format:
```
! RIJCOSX wB97M-V def2-TZVPD def2/J DEFGRID3
* xyz 0 1
C -2.731 0.132 0.241
C -0.525 0.874 -0.272
C -1.315 0.197 0.631
C 0.679 1.424 0.146
C -0.850 0.047 1.919
C 1.204 1.334 1.445
C 0.407 0.540 2.272
H -0.757 1.005 -1.319
H 1.318 1.961 -0.603
H -3.207 -0.586 0.934
H -2.831 -0.354 -0.648
H -1.468 -0.262 2.844
H 2.146 1.648 1.704
H 0.784 0.416 3.265
H -3.243 1.005 0.105
C 0.791 -2.251 -2.574
C 2.067 -1.315 -2.387
H 0.135 -1.815 -1.904
H 0.445 -2.330 -3.614
H 1.097 -3.295 -2.296
H 1.900 -0.365 -1.797
H 2.471 -0.996 -3.273
H 2.848 -1.916 -1.934
*
```

---

2.
Molecular formula: C9H14
Method: DFT, ωB97M-V with the def2-TZVPD basis set

Summary:
Orbital gap ... 9.95 eV
LUMO ... 0.0362 Ha
Relative energy (zero: lowest compared OMol25 entry of this formula, charge and spin) ... 0.662 eV
Largest force on an atom ... 1.77 eV Å⁻¹
Highest occupied orbital energy ... -8.968 eV
SMILES ... Cc1ccccc1.CC
M ... 122.21 g mol⁻¹

The geometry in ORCA input format:
```
! RIJCOSX wB97M-V def2-TZVPD def2/J DEFGRID3
* xyz 0 1
C 1.011 -1.896 1.724
C 1.368 1.789 0.903
C 1.746 1.719 -0.423
C 1.199 0.597 1.613
C 1.249 -0.617 0.938
C 1.809 0.497 -1.110
C 1.644 -0.678 -0.403
H 1.268 2.687 1.499
H 2.047 2.639 -0.909
H 1.009 0.602 2.678
H 2.041 0.718 -2.143
H 0.595 -2.645 1.045
H 0.270 -1.769 2.507
H 1.740 -1.681 -0.795
H 1.962 -2.263 2.108
C -3.413 -0.049 -1.082
C -1.874 0.094 -1.277
H -3.610 -0.577 -0.155
H -3.827 0.951 -0.939
H -3.839 -0.519 -1.961
H -1.457 0.109 -0.265
H -1.432 1.015 -1.665
H -1.506 -0.724 -1.891
*
```

---

3.
Molecular formula: C9H14
Method: DFT, ωB97M-V with the def2-TZVPD basis set

Summary:
Orbital gap ... 9.98 eV
LUMO ... 0.0358 Ha
Relative energy (zero: lowest compared OMol25 entry of this formula, charge and spin) ... 0.885 eV
Largest force on an atom ... 1.85 eV Å⁻¹
Highest occupied orbital energy ... -9.001 eV
SMILES ... Cc1ccccc1.CC
M ... 122.21 g mol⁻¹

The geometry in ORCA input format:
```
! RIJCOSX wB97M-V def2-TZVPD def2/J DEFGRID3
* xyz 0 1
C -1.484 -2.679 1.330
C -0.314 -2.248 -0.975
C -0.464 -2.072 0.385
C 0.582 -1.490 -1.756
C 1.591 -0.767 -1.141
C 0.468 -1.176 0.954
C 1.544 -0.696 0.275
H -0.961 -2.857 -1.594
H 0.351 -1.308 -2.798
H -1.040 -2.848 2.306
H -1.826 -3.667 1.010
H 2.340 -0.220 -1.686
H 0.373 -0.987 2.021
H 2.333 -0.176 0.798
H -2.334 -1.999 1.296
C 0.265 2.558 -0.406
C -0.516 3.671 0.361
H 0.361 1.720 0.269
H -0.313 2.369 -1.307
H 1.233 2.898 -0.758
H -0.675 4.421 -0.431
H -0.057 4.290 1.126
H -1.456 3.264 0.725
*
```

---

4.
Molecular formula: C9H14
Method: DFT, ωB97M-V with the def2-TZVPD basis set

Summary:
Orbital gap ... 10.03 eV
LUMO ... 0.0365 Ha
Relative energy (zero: lowest compared OMol25 entry of this formula, charge and spin) ... 0.214 eV
Largest force on an atom ... 0.80 eV Å⁻¹
Highest occupied orbital energy ... -9.039 eV
SMILES ... Cc1ccccc1.CC
M ... 122.21 g mol⁻¹

The geometry in ORCA input format:
```
! RIJCOSX wB97M-V def2-TZVPD def2/J DEFGRID3
* xyz 0 1
C -2.380 1.923 1.493
C 1.584 0.312 0.942
C 0.468 -0.438 0.621
C 1.398 1.579 1.491
C -0.819 0.053 0.808
C 0.122 2.099 1.625
C -1.002 1.344 1.297
H 2.584 0.004 0.671
H 0.562 -1.414 0.153
H 2.267 2.138 1.822
H -1.685 -0.511 0.476
H -0.004 3.110 1.992
H -2.793 2.362 0.587
H -2.351 2.691 2.269
H -3.086 1.161 1.829
C 1.047 -2.506 -3.730
C -0.129 -3.086 -2.950
H 0.838 -1.485 -4.064
H 1.970 -2.486 -3.144
H 1.305 -3.118 -4.597
H -0.627 -2.352 -2.323
H 0.188 -3.972 -2.410
H -0.920 -3.393 -3.640
*
```

---

5.
Molecular formula: C9H14
Method: DFT, ωB97M-V with the def2-TZVPD basis set

Summary:
Orbital gap ... 9.96 eV
LUMO ... 0.0377 Ha
Relative energy (zero: lowest compared OMol25 entry of this formula, charge and spin) ... 0.883 eV
Largest force on an atom ... 1.56 eV Å⁻¹
Highest occupied orbital energy ... -8.939 eV
SMILES ... Cc1ccccc1.CC
M ... 122.21 g mol⁻¹

The geometry in ORCA input format:
```
! RIJCOSX wB97M-V def2-TZVPD def2/J DEFGRID3
* xyz 0 1
C -2.615 -0.732 3.353
C -2.875 0.348 2.349
H -2.774 -0.308 4.329
H -3.240 -1.626 3.299
H -1.537 -0.926 3.427
H -3.548 1.103 2.735
H -1.827 0.658 2.166
H -3.269 0.171 1.350
C 3.270 -0.443 -2.738
C -0.224 0.512 -0.396
C 1.000 0.368 0.246
C -0.304 0.424 -1.782
C 2.072 0.069 -0.583
C 0.787 0.229 -2.600
C 2.012 -0.035 -1.970
H -1.171 0.580 0.162
H 1.060 0.558 1.314
H -1.294 0.637 -2.174
H 3.076 -0.058 -0.151
H 0.752 0.270 -3.686
H 3.072 -0.355 -3.807
H 3.391 -1.487 -2.440
H 4.184 0.042 -2.402
*
```

---

6.
Molecular formula: C9H14
Method: DFT, ωB97M-V with the def2-TZVPD basis set

Summary:
Orbital gap ... 10.07 eV
LUMO ... 0.0368 Ha
Relative energy (zero: lowest compared OMol25 entry of this formula, charge and spin) ... 1.524 eV
Largest force on an atom ... 3.21 eV Å⁻¹
Highest occupied orbital energy ... -9.074 eV
SMILES ... Cc1ccccc1.CC
M ... 122.21 g mol⁻¹

The geometry in ORCA input format:
```
! RIJCOSX wB97M-V def2-TZVPD def2/J DEFGRID3
* xyz 0 1
C -4.707 -1.023 0.410
C -3.503 -1.121 1.453
H -4.385 -0.678 -0.614
H -5.076 -1.999 0.449
H -5.368 -0.288 0.875
H -3.949 -1.283 2.416
H -2.667 -1.798 1.076
H -3.170 -0.021 1.719
C 3.636 0.317 0.728
C -0.286 0.401 -1.127
C 0.701 -0.596 -1.489
C 0.089 1.405 -0.201
C 1.984 -0.555 -0.975
C 1.372 1.329 0.392
C 2.293 0.393 -0.031
H -1.331 0.352 -1.456
H 0.360 -1.423 -2.130
H -0.683 2.119 0.106
H 2.737 -1.358 -1.147
H 1.646 1.982 1.181
H 4.127 1.284 0.844
H 4.507 0.111 0.072
H 3.775 -0.303 1.639
*
```

---

7.
Molecular formula: C9H14
Method: DFT, ωB97M-V with the def2-TZVPD basis set

Summary:
Orbital gap ... 9.97 eV
LUMO ... 0.0382 Ha
Relative energy (zero: lowest compared OMol25 entry of this formula, charge and spin) ... 1.807 eV
Largest force on an atom ... 4.00 eV Å⁻¹
Highest occupied orbital energy ... -8.929 eV
SMILES ... Cc1ccccc1.CC
M ... 122.21 g mol⁻¹

The geometry in ORCA input format:
```
! RIJCOSX wB97M-V def2-TZVPD def2/J DEFGRID3
* xyz 0 1
C 1.738 3.045 0.740
C -0.754 0.181 0.285
C 0.119 1.147 0.883
C -1.080 0.251 -1.118
C 0.612 2.224 0.175
C -0.557 1.370 -1.795
C 0.193 2.406 -1.162
H -1.024 -0.591 0.939
H 0.119 1.064 1.974
H -1.678 -0.550 -1.565
H -0.798 1.252 -2.842
H 1.320 3.687 1.407
H 2.436 3.516 0.066
H 0.516 3.289 -1.643
H 2.426 2.590 1.353
C -0.606 -3.134 -0.484
C -0.249 -3.004 0.953
H -0.985 -4.201 -0.584
H -1.495 -2.577 -0.808
H 0.260 -2.956 -1.082
H 0.619 -3.510 1.242
H -0.174 -1.957 1.360
H -0.958 -3.541 1.701
*
```

---

8.
Molecular formula: C9H14
Method: DFT, ωB97M-V with the def2-TZVPD basis set

Summary:
Orbital gap ... 9.69 eV
LUMO ... 0.0338 Ha
Relative energy (zero: lowest compared OMol25 entry of this formula, charge and spin) ... 1.740 eV
Largest force on an atom ... 3.94 eV Å⁻¹
Highest occupied orbital energy ... -8.766 eV
SMILES ... Cc1ccccc1.CC
M ... 122.21 g mol⁻¹

The geometry in ORCA input format:
```
! RIJCOSX wB97M-V def2-TZVPD def2/J DEFGRID3
* xyz 0 1
C 3.549 0.067 -2.007
C 3.320 0.666 -0.598
H 3.850 0.940 -2.795
H 4.430 -0.558 -2.017
H 2.719 -0.447 -2.487
H 4.283 1.009 -0.369
H 2.947 -0.130 -0.010
H 2.641 1.409 -0.805
C -2.212 1.887 0.018
C -1.501 -1.873 0.106
C -1.553 -0.534 -0.413
C -1.658 -2.159 1.464
C -1.846 0.486 0.498
C -1.920 -1.102 2.362
C -1.890 0.182 1.924
H -1.326 -2.656 -0.698
H -1.467 -0.367 -1.462
H -1.847 -3.209 1.720
H -2.061 -1.370 3.396
H -2.448 2.438 0.851
H -2.918 2.045 -0.780
H -1.884 1.183 2.457
H -1.207 2.094 -0.353
*
```